Density functional theory data (ωB97M-V with the def2-TZVPD basis set) for 2 unconnected molecules or ions with the total composition C3H3ClN2OS.

XYZ file:
```
11
Properties=species:S:1:pos:R:3:lowdin_charge:R:1
C 0.743 0.317 0.430 -0.13
C -0.577 0.576 0.272 -0.13
C 0.056 -1.107 -1.005 -0.20
N 1.109 -0.730 -0.373 0.08
N -1.040 -0.338 -0.662 -0.46
O -2.662 -2.451 -2.503 -0.40
S -2.623 -0.448 -1.132 0.69
Cl -2.733 0.876 -2.640 0.23
H 1.460 0.815 1.050 0.10
H -1.237 1.297 0.710 0.11
H -0.028 -1.893 -1.727 0.12
```

Its largest force on an atom is 3.046 eV Å⁻¹. Its relative energy (zero: lowest compared OMol25 entry of this formula, charge and spin) is 537.81 kJ/mol. As for the HOMO energy (spin up / spin down): -9.9 / -9.9 eV. The calculation puts the energy at -1159.035414 Ha. Its LUMO energy (spin up / spin down) is -0.0879 / -0.0866 hartree.

Density functional theory data (ωB97M-V with the def2-TZVPD basis set) for a molecular structure, C30H30N3O6S7W.

XYZ file:
```
77
Properties=species:S:1:pos:R:3:lowdin_charge:R:1
W 0.215 0.374 0.368 1.18
C -3.230 3.092 0.971 -0.04
C -3.031 2.764 -0.486 -0.22
C -3.483 3.667 -1.443 -0.06
C -3.381 3.387 -2.793 -0.08
C -2.872 2.163 -3.198 -0.05
C -2.423 1.228 -2.273 -0.21
C -1.973 -0.128 -2.742 -0.05
C -2.441 1.567 -0.915 -0.20
N -1.871 0.667 0.075 -0.04
C -2.770 0.161 0.958 -0.53
O -3.984 0.277 0.948 0.06
C -2.085 -0.588 2.048 -0.24
C -2.759 -1.222 3.073 0.01
C -2.028 -1.917 4.014 -0.02
C -0.640 -1.946 3.907 0.03
C -0.047 -1.284 2.868 -0.19
N -0.761 -0.621 1.948 -0.04
C 1.437 -1.227 2.660 -0.53
O 2.190 -1.726 3.477 0.07
N 1.754 -0.559 1.524 -0.09
C 3.093 -0.721 0.992 -0.18
C 3.874 0.414 0.709 -0.21
C 3.473 1.803 1.143 -0.05
C 5.082 0.255 0.045 -0.05
C 5.546 -1.002 -0.304 -0.08
C 4.826 -2.117 0.080 -0.05
C 3.610 -2.010 0.754 -0.20
C 2.980 -3.285 1.254 -0.05
H -3.290 4.173 1.115 0.08
H -2.429 2.706 1.596 0.07
H -4.159 2.642 1.324 0.08
H -3.923 4.604 -1.111 0.10
H -3.709 4.114 -3.529 0.10
H -2.818 1.917 -4.254 0.11
H -2.201 -0.252 -3.802 0.09
H -2.490 -0.907 -2.182 0.08
H -0.903 -0.274 -2.622 -0.01
H -3.840 -1.160 3.081 0.13
H -2.524 -2.436 4.825 0.11
H -0.008 -2.471 4.610 0.13
H 3.119 1.796 2.177 0.08
H 2.686 2.216 0.519 0.01
H 4.333 2.470 1.079 0.08
H 5.666 1.138 -0.201 0.11
H 6.476 -1.111 -0.852 0.10
H 5.207 -3.111 -0.138 0.11
H 3.319 -4.128 0.649 0.08
H 1.896 -3.266 1.215 0.05
H 3.268 -3.453 2.294 0.08
C 0.205 -2.978 -4.198 -0.39
S 0.253 -4.397 -3.079 0.80
C -0.952 -3.999 -1.865 -1.01
C -0.940 -2.992 -0.958 -1.02
S 0.369 -1.855 -0.786 0.62
S -2.307 -3.010 0.133 0.95
C -3.106 -4.433 -0.427 -1.51
S -4.489 -5.031 0.235 0.49
S -2.306 -5.107 -1.784 0.90
H 0.882 -3.240 -5.012 0.04
H 0.550 -2.073 -3.711 -0.02
H -0.801 -2.828 -4.589 0.05
C 0.242 3.969 0.347 -0.07
O 0.318 3.241 1.590 -0.15
C 0.405 1.924 1.716 -0.39
C 0.607 1.705 3.189 -0.06
H 1.247 4.150 -0.025 0.08
H -0.237 4.913 0.593 0.10
H -0.326 3.456 -0.408 0.03
H 0.888 2.642 3.664 0.09
H 1.370 0.958 3.385 0.06
H -0.327 1.355 3.642 0.09
O 0.918 0.056 -4.095 -0.36
S 1.335 1.379 -3.721 0.24
O 2.744 1.643 -3.727 -0.35
O 0.471 2.462 -4.090 -0.35
S 1.011 1.420 -1.475 0.45
```

Its largest force on an atom is 1.808 eV Å⁻¹. The net charge is -1. Its relative energy (zero: lowest compared OMol25 entry of this formula, charge and spin) is 23.82 kJ/mol. As for the HOMO energy (spin up / spin down): -5.1 / -5.1 eV. The calculation puts the energy at -4631.465423 Ha. Its LUMO energy (spin up / spin down) is 0.0283 / 0.0287 hartree.

Density functional theory data (ωB97M-V with the def2-TZVPD basis set) for a molecular structure, C34H36CaF5N3O5PS.

XYZ file:
```
86
Properties=species:S:1:pos:R:3:lowdin_charge:R:1
Ca 0.352 0.420 -0.248 1.39
N 0.122 -2.264 3.494 0.14
C 0.334 -1.385 4.590 -0.25
C -0.351 -1.562 5.781 -0.02
C -0.142 -0.674 6.827 -0.06
C 0.713 0.407 6.667 -0.07
C 1.368 0.600 5.460 -0.08
C 1.199 -0.314 4.431 -0.46
S 2.064 -0.195 2.901 1.00
N 0.863 -0.794 1.838 -0.34
C 0.120 -1.771 2.217 -0.38
C -0.801 -2.391 1.214 -0.20
C -1.501 -3.560 1.456 0.01
C -2.309 -4.071 0.446 -0.03
C -2.392 -3.397 -0.754 -0.03
C -1.659 -2.227 -0.913 -0.09
N -0.883 -1.736 0.048 0.05
H -0.534 -3.003 3.687 0.12
H -1.035 -2.394 5.900 0.12
H -0.660 -0.825 7.764 0.11
H 0.867 1.104 7.480 0.11
H 2.027 1.447 5.321 0.11
H -1.415 -4.101 2.387 0.11
H -2.856 -4.991 0.605 0.12
H -3.004 -3.765 -1.565 0.12
H -1.666 -1.662 -1.837 0.11
F -0.154 3.778 -6.283 0.13
C -0.168 2.854 -5.321 -0.15
C -0.285 1.509 -5.641 -0.14
F -0.378 1.149 -6.920 0.13
C -0.303 0.541 -4.653 -0.16
F -0.404 -0.748 -5.005 0.11
C -0.199 0.866 -3.293 -0.34
O -0.197 -0.018 -2.333 -0.26
C -0.090 2.233 -3.025 -0.14
F -0.002 2.591 -1.703 0.02
C -0.069 3.218 -3.990 -0.15
F 0.042 4.501 -3.641 0.13
C 5.773 0.050 1.294 -0.08
C 5.493 -0.615 -0.031 -0.28
O 4.835 0.297 -0.938 -0.29
P 3.283 0.089 -1.311 0.84
O 3.267 0.760 -2.767 -0.29
C 3.099 -0.066 -3.943 -0.28
C 4.380 -0.778 -4.309 -0.07
O 2.554 1.326 -0.487 -0.48
C 3.078 2.694 -0.559 -0.24
C 3.413 3.173 0.830 -0.06
H 6.332 -0.634 1.934 0.09
H 4.849 0.317 1.809 0.03
H 6.371 0.950 1.154 0.09
H 4.875 -1.509 0.094 0.10
H 6.418 -0.908 -0.526 0.12
H 2.790 0.625 -4.724 0.12
H 2.280 -0.768 -3.763 0.11
H 5.191 -0.063 -4.445 0.09
H 4.242 -1.330 -5.239 0.09
H 4.673 -1.491 -3.536 0.07
H 2.298 3.299 -1.020 0.11
H 3.945 2.695 -1.216 0.12
H 2.540 3.120 1.482 0.08
H 3.741 4.213 0.785 0.09
H 4.214 2.579 1.266 0.06
C -5.953 -2.355 -0.066 -0.04
C -4.999 -1.203 0.062 -0.25
C -4.282 -1.000 1.238 -0.01
C -3.393 0.053 1.382 -0.20
C -2.689 0.248 2.701 -0.02
C -3.247 0.945 0.304 -0.12
C -2.280 2.043 0.367 -0.16
O -1.155 1.919 0.838 -0.08
C -3.987 0.787 -0.881 -0.19
C -3.823 1.724 -2.049 -0.01
C -4.838 -0.303 -0.986 0.01
H -5.787 -3.099 0.712 0.08
H -5.858 -2.838 -1.038 0.08
H -6.984 -2.007 0.022 0.09
H -4.429 -1.682 2.069 0.12
H -3.045 -0.483 3.425 0.09
H -2.881 1.241 3.110 0.10
H -1.608 0.155 2.612 0.05
H -2.562 3.016 -0.061 0.15
H -2.818 1.661 -2.473 0.08
H -4.002 2.763 -1.769 0.09
H -4.529 1.472 -2.838 0.09
H -5.394 -0.450 -1.905 0.13
```

Its largest force on an atom is 0.173 eV Å⁻¹. The net charge is +1. Its relative energy (zero: lowest compared OMol25 entry of this formula, charge and spin) is 0.00 kJ/mol. As for the HOMO energy: -10.3 eV. The calculation puts the energy at -3774.166143 Ha. Its LUMO energy is -0.1142 hartree.

Question: The lowest largest force on an atom belongs to which entry?
Answer: C34H36CaF5N3O5PS